A molecular structure, C41H63N8P2S2Ti at a distorted geometry, computed with ωB97M-V with the def2-TZVPD basis set.

## Properties
2S+1: 2
Net charge: +2
Highest occupied orbital energy (alpha / beta): -0.4540 / -0.4547 Eh
HOMO-LUMO gap (alpha / beta): 6.8 / 6.7 eV
Total energy: -118815.1035 eV
Largest force on an atom: 0.0247 hartree/bohr
LUMO level (alpha / beta): -5.552 / -5.659 eV

CARTESIAN COORDINATES (ANGSTROEM)
Ti: -0.417 -0.036 0.201
S: 2.023 0.304 -1.552
S: -4.325 3.728 -4.592
P: -1.058 1.833 2.040
P: -0.856 -2.252 1.541
N: -2.628 5.519 -3.670
N: 1.349 -3.648 -3.305
N: 2.864 2.214 -3.141
N: -0.853 -1.421 -1.522
N: -0.799 -2.982 -3.828
N: -1.151 1.530 -0.968
N: 0.985 0.037 1.503
N: 0.987 0.975 -3.896
C: 1.636 0.962 -6.310
C: 2.755 4.646 -3.541
C: 0.237 -2.936 -3.002
C: 1.542 1.358 1.498
C: -1.957 -4.300 -0.095
C: 0.672 -2.139 2.519
C: 2.895 1.627 1.307
C: -0.934 1.454 3.830
C: 1.951 1.246 -3.005
C: -1.877 -2.282 -3.473
C: 3.315 2.938 1.221
C: -2.079 4.418 2.754
C: -1.122 3.529 -2.266
C: -0.846 -3.996 0.924
C: 0.534 -4.458 0.398
C: -1.800 -2.175 4.238
C: -3.134 4.275 -3.636
C: 2.882 5.436 1.176
C: -2.174 3.257 1.756
C: -2.259 -2.134 2.781
C: -3.128 2.281 -2.098
C: 1.400 -0.952 2.453
C: -2.311 1.177 4.442
C: 1.063 -3.141 3.404
C: 1.068 3.721 1.480
C: 2.423 -0.743 3.371
C: -2.458 1.432 -1.250
C: 0.629 2.402 1.629
C: -3.383 -3.156 2.588
C: -0.498 2.587 -1.457
C: 3.111 3.288 -4.120
C: 0.191 -2.165 -1.825
C: -3.639 2.796 1.666
C: 0.692 1.490 -5.243
C: 2.409 4.007 1.281
C: -2.442 3.358 -2.632
C: 2.775 -1.747 4.262
C: 2.510 -4.067 5.252
C: -1.920 -1.495 -2.344
C: 2.124 -2.979 4.282
C: -0.145 2.444 4.685
H: -0.326 1.164 -5.451
H: -2.910 -3.829 0.131
H: 2.837 5.933 2.147
H: -2.931 0.519 3.833
H: 2.567 3.101 -5.031
H: -0.366 0.520 3.807
H: -1.449 -3.174 4.507
H: -4.164 -2.946 3.321
H: 4.168 3.243 -4.377
H: -3.780 1.898 1.062
H: 1.368 -4.182 -4.156
H: -2.861 2.107 4.595
H: 2.979 5.437 -4.257
H: -0.521 4.346 -2.645
H: 1.898 -4.023 6.156
H: 0.508 -4.075 3.432
H: 1.031 -2.184 -1.148
H: 3.551 -3.976 5.559
H: 3.443 2.265 -2.314
H: -3.043 -4.178 2.767
H: 0.645 2.576 -5.217
H: -2.194 0.709 5.420
H: -3.852 -3.118 1.607
H: 2.678 1.198 -6.093
H: 0.363 4.543 1.540
H: -4.256 3.587 1.235
H: 2.961 0.195 3.392
H: -4.036 2.583 2.659
H: -1.661 -3.994 -1.095
H: -3.002 0.629 -0.764
H: 4.371 3.148 1.085
H: 0.550 2.668 -1.202
H: -2.517 4.138 3.713
H: 3.322 4.851 -2.631
H: -2.656 5.264 2.375
H: 2.189 -3.569 -2.762
H: -3.061 6.182 -4.296
H: -2.741 -2.341 -4.125
H: 0.805 2.729 4.232
H: -2.811 -0.942 -2.097
H: 1.691 4.697 -3.294
H: -0.999 -1.477 4.470
H: 1.290 -3.673 0.376
H: 1.552 -0.122 -6.392
H: 3.598 0.813 1.195
H: -4.173 2.121 -2.333
H: 2.259 6.012 0.490
H: -1.867 3.620 0.767
H: 3.587 -1.566 4.957
H: 0.080 1.973 5.646
H: 0.431 -4.862 -0.612
H: 2.376 -5.055 4.813
H: -1.071 -4.569 1.825
H: 1.387 1.393 -7.280
H: -0.714 3.350 4.895
H: -2.132 -5.377 -0.132
H: -1.065 4.763 2.946
H: 0.948 -5.248 1.024
H: -2.062 5.890 -2.926
H: 3.912 5.491 0.828
H: 0.473 0.150 -3.628
H: -2.654 -1.943 4.879
H: -2.678 -1.149 2.572

Atoms 1-2, force components in eV/Å:
0.759 -0.129 1.008
0.150 0.254 -0.179

These are the Mulliken partial charges, in e, on atoms 1 to 2: Ti 0.06; S -0.34

12 unconnected molecules or ions with the total composition C27H66O18S9 at a distorted geometry, computed with ωB97M-V with the def2-TZVPD basis set.

## Properties
2S+1: 1
Net charge: 0
Highest occupied orbital energy: -0.3129 Eh
HOMO-LUMO gap: 8.2 eV
Total energy: -163431.3615 eV
Largest force on an atom: 0.0877 hartree/bohr
LUMO level: -0.308 eV

CARTESIAN COORDINATES (ANGSTROEM)
S: -2.371 -0.825 5.404
S: 5.043 2.372 -0.981
S: 2.634 -0.633 -3.874
S: 1.554 -4.229 4.186
S: -3.983 5.429 -0.415
S: 0.213 4.794 -2.895
S: -1.557 4.298 2.848
S: -1.668 -2.680 -4.284
S: 1.682 0.434 3.294
O: -4.376 -2.779 0.746
O: 3.023 -4.095 -2.230
O: -0.391 0.122 -1.395
O: -4.364 -1.806 2.628
O: 2.201 0.610 -4.643
O: 4.304 -5.039 -3.826
O: 1.613 5.347 -2.841
O: 5.970 1.689 0.041
O: -2.057 1.319 -0.463
O: 2.246 -5.130 5.217
O: -1.759 -0.892 6.824
O: -1.326 3.897 4.294
O: -1.402 -0.632 0.422
O: 2.556 -6.103 -2.992
O: 1.515 0.392 1.781
O: -0.734 -2.949 -3.084
O: -3.531 -3.934 2.467
O: -2.487 5.385 -0.014
C: -1.729 -0.856 -4.466
C: -4.006 -2.909 1.974
C: -4.862 5.091 1.182
C: -4.363 3.867 -1.339
C: 2.400 -1.946 -5.138
C: 2.902 1.747 3.531
C: 0.658 2.996 -2.528
C: -0.085 -4.983 3.623
C: -2.170 0.955 4.887
C: 1.507 -5.777 -2.087
C: -0.565 5.756 2.486
C: -4.948 -1.593 0.441
C: -1.363 0.343 -0.476
C: -3.402 -2.778 -3.588
C: 2.381 -4.170 2.546
C: 3.648 1.219 -0.986
C: -0.469 3.125 1.822
C: -4.852 -0.853 1.701
C: 0.445 -0.928 -1.011
C: 4.312 3.747 0.064
C: 2.876 -0.896 3.736
C: 4.434 -0.590 -3.988
C: -0.140 4.470 -4.646
C: 3.336 -5.070 -3.093
C: -0.447 -1.641 -0.049
C: 1.931 -4.462 -1.452
C: -1.135 -1.560 4.236
H: -3.598 -3.849 -3.539
H: 0.251 -5.886 3.112
H: -2.640 -0.516 -4.958
H: 0.939 3.029 -1.475
H: -1.816 -0.480 -3.446
H: 0.553 -5.650 -2.599
H: 1.350 -0.619 -0.488
H: -0.792 3.414 0.822
H: 3.433 -0.719 4.657
H: 4.690 -0.599 -5.048
H: 3.561 -1.015 2.897
H: -4.118 2.979 -0.756
H: -5.772 -0.430 2.104
H: 3.509 1.503 4.402
H: -0.839 -0.430 -4.928
H: 3.134 1.128 -0.029
H: 2.370 2.677 3.734
H: 3.274 -2.597 -5.152
H: 1.080 -3.782 -1.499
H: 3.890 3.302 0.965
H: 2.246 -4.755 -0.450
H: 0.841 4.251 -5.070
H: 1.457 -6.511 -1.282
H: 3.557 4.308 -0.487
H: -1.054 6.468 3.152
H: -0.061 2.207 -2.745
H: -4.537 4.083 1.440
H: 0.612 3.139 1.682
H: 3.548 1.765 2.653
H: 0.843 -1.471 -1.868
H: 5.098 4.441 0.363
H: -1.474 -1.262 3.243
H: 1.511 -2.560 -4.998
H: 2.309 -1.460 -6.110
H: 2.493 -5.173 2.133
H: 3.396 -3.773 2.580
H: 4.762 0.383 -3.623
H: -1.141 1.308 4.822
H: -2.738 1.639 5.518
H: 3.959 0.196 -1.195
H: -0.707 3.539 -4.656
H: -4.177 -2.262 -4.154
H: -5.422 3.747 -1.567
H: 4.974 -1.368 -3.448
H: -4.406 -1.148 -0.394
H: 0.448 5.620 2.865
H: -4.108 -0.137 1.350
H: -0.647 -4.359 2.928
H: -4.494 5.865 1.856
H: -1.182 -2.637 4.399
H: -3.507 -2.265 -2.632
H: -2.508 1.035 3.854
H: -0.708 5.281 -5.102
H: -3.834 3.822 -2.290
H: 0.090 -2.098 0.783
H: -5.933 5.271 1.273
H: -0.674 -5.325 4.474
H: 2.301 -1.807 3.903
H: -0.837 2.112 1.986
H: -1.041 -2.355 -0.619
H: -0.589 6.262 1.521
H: -0.149 -1.154 4.461
H: 1.862 -3.590 1.783
H: -6.019 -1.633 0.242
H: 2.883 1.471 -1.721
H: 1.462 2.765 -3.227

Atoms 1-2, force components in eV/Å:
1.700 1.076 1.986
0.586 -0.726 2.938

These are the Mulliken partial charges, in e, on atoms 1 to 2: S 0.45; S 0.44

A molecular structure, C16H24LiNO15 at a distorted geometry, computed with ωB97M-V with the def2-TZVPD basis set.

## Properties
2S+1: 1
Net charge: 0
Highest occupied orbital energy: -0.2703 Eh
HOMO-LUMO gap: 7.6 eV
Total energy: -49381.7516 eV
Largest force on an atom: 0.1610 hartree/bohr
LUMO level: 0.197 eV

CARTESIAN COORDINATES (ANGSTROEM)
O: 49.537 49.378 72.770
O: 50.211 48.270 75.843
O: 49.632 51.840 70.184
O: 51.293 50.777 70.992
O: 53.731 51.312 75.153
O: 50.905 50.915 68.778
O: 53.317 48.626 71.380
O: 51.870 52.497 75.211
O: 52.222 48.770 76.670
O: 47.383 49.044 73.583
O: 52.242 50.966 73.504
O: 52.124 48.325 74.464
O: 51.451 47.606 71.059
O: 48.751 47.334 73.469
O: 53.383 46.756 70.297
N: 52.700 47.677 70.875
C: 48.608 48.702 73.213
C: 53.776 51.900 76.436
C: 47.713 45.645 74.815
C: 50.110 51.730 67.987
C: 52.570 52.944 76.457
C: 49.978 48.577 77.322
C: 49.042 47.589 77.963
C: 52.569 51.617 74.464
C: 51.621 48.433 75.530
C: 51.444 48.666 77.811
C: 47.529 46.635 73.626
C: 49.711 54.033 69.087
C: 51.648 52.677 77.725
C: 49.331 52.501 69.007
C: 46.703 47.859 74.036
C: 50.638 51.152 70.037
Li: 51.716 49.119 72.512
H: 51.598 47.797 78.317
H: 50.843 53.415 77.968
H: 50.735 52.363 67.490
H: 49.490 54.421 69.972
H: 47.146 46.130 72.838
H: 48.378 44.742 74.585
H: 52.481 52.679 78.526
H: 49.689 49.661 77.244
H: 54.592 52.534 76.388
H: 49.454 54.645 68.318
H: 50.942 53.840 69.115
H: 47.975 47.849 77.506
H: 45.684 48.016 73.523
H: 48.399 52.464 68.827
H: 51.062 51.648 77.371
H: 46.169 48.050 75.006
H: 46.793 45.102 75.144
H: 52.811 53.900 76.439
H: 48.937 47.677 79.064
H: 49.426 46.667 77.672
H: 49.443 51.017 67.567
H: 48.085 46.088 75.823
H: 53.880 50.962 77.229
H: 51.780 49.554 78.627

Atoms 1-2, force components in eV/Å:
-3.056 -1.452 1.531
1.748 -0.170 0.823

These are the Mulliken partial charges, in e, on atoms 1 to 2: O -0.28; O -0.13

2 unconnected molecules or ions with the total composition C4H5Cl2F4N3O at a distorted geometry, computed with ωB97M-V with the def2-TZVPD basis set.

## Properties
2S+1: 1
Net charge: 0
Highest occupied orbital energy (alpha / beta): -0.3438 / -0.3687 Eh
HOMO-LUMO gap (alpha / beta): 8.7 / 9.2 eV
Total energy: -46652.0523 eV
Largest force on an atom: 0.0989 hartree/bohr
LUMO level (alpha / beta): -0.646 / -0.805 eV

CARTESIAN COORDINATES (ANGSTROEM)
Cl: -2.601 -0.497 1.378
Cl: -1.362 1.910 2.588
F: -0.653 2.011 -1.783
F: -2.542 1.585 -0.791
F: -0.525 -0.766 3.681
F: 0.366 -1.754 1.978
O: 2.026 0.539 -0.291
N: 0.255 -0.560 2.601
N: 0.005 -0.246 -0.554
N: -1.233 1.962 -0.551
C: 1.346 -0.324 -0.840
C: -1.233 0.530 1.432
C: -0.490 0.863 0.185
C: 1.672 -1.236 -1.963
H: 0.611 1.197 0.460
H: -0.851 -0.821 -0.814
H: 1.548 -0.633 -2.862
H: 2.664 -1.720 -1.887
H: 0.995 -2.039 -1.965

Atoms 1-2, force components in eV/Å:
0.295 0.038 0.018
-0.113 -1.221 -1.193

These are the Mulliken partial charges, in e, on atoms 1 to 2: Cl -0.08; Cl -0.12

A gas-phase ion, C44H38F2N (charge +1) at a distorted geometry, computed with ωB97M-V with the def2-TZVPD basis set.

## Properties
2S+1: 1
Net charge: +1
Highest occupied orbital energy: -0.4250 Eh
HOMO-LUMO gap: 7.9 eV
Total energy: -53163.4209 eV
Largest force on an atom: 0.0580 hartree/bohr
LUMO level: -3.674 eV

CARTESIAN COORDINATES (ANGSTROEM)
F: -0.662 -6.739 -2.153
F: -0.342 -4.910 3.658
N: -0.921 0.997 -1.119
C: 0.169 -3.667 -3.968
C: -1.553 1.432 3.006
C: 2.409 -2.913 2.371
C: -0.848 0.281 3.380
C: 1.692 -3.756 3.224
C: 0.494 -2.701 0.871
C: -1.146 2.108 -3.218
C: 0.827 5.981 2.176
C: -1.096 0.027 -0.234
C: 0.394 -4.061 2.864
C: 1.820 -2.399 1.216
C: 0.027 -2.173 -0.492
C: -0.388 3.015 -2.260
C: -0.118 -4.577 -1.327
C: -3.763 -2.277 2.232
C: 3.117 0.647 -1.796
C: 4.114 2.813 -1.374
C: -1.292 -1.421 -0.576
C: -2.792 -3.417 -0.105
C: 0.644 5.213 -0.496
C: -0.255 -5.448 -2.407
C: 1.913 2.305 -0.485
C: -0.589 2.432 -0.852
C: 1.010 0.933 1.962
C: -1.206 0.743 -2.543
C: -3.938 -3.646 2.010
C: -0.101 -5.021 -3.719
C: 0.609 6.570 -0.153
C: -1.004 2.289 2.048
C: 0.693 6.957 1.187
C: -3.064 -1.491 1.303
C: 0.639 4.226 0.497
C: 0.582 2.723 0.156
C: 0.836 4.630 1.826
C: 0.275 -2.772 -2.905
C: 0.459 0.095 2.937
C: 4.146 1.574 -2.017
C: 0.090 -3.228 -1.589
C: 0.217 1.952 1.422
C: 2.032 1.011 -0.991
C: -3.517 -4.201 0.799
C: -2.413 -2.115 0.239
C: -0.218 -3.550 1.717
C: 2.999 3.181 -0.610
H: -1.237 -3.870 1.505
H: -2.519 1.671 3.459
H: -4.198 -1.802 3.111
H: -2.495 -3.826 -1.070
H: -0.669 2.040 -4.201
H: -2.188 0.266 -2.664
H: -1.304 -0.449 4.054
H: 3.146 -0.348 -2.247
H: -1.123 0.267 0.832
H: -0.777 4.037 -2.318
H: -3.040 -0.403 1.404
H: 0.984 3.888 2.615
H: 0.680 3.031 -2.524
H: -0.225 -5.724 -4.537
H: 0.674 8.015 1.455
H: 1.250 0.286 -0.753
H: 3.434 -2.640 2.594
H: -0.447 0.069 -2.968
H: 4.944 3.512 -1.469
H: 2.042 0.791 1.624
H: 0.527 7.315 -0.948
H: 0.926 6.254 3.226
H: -1.501 2.890 -0.417
H: -4.464 -4.267 2.739
H: 4.978 1.315 -2.678
H: -1.626 -1.439 -1.619
H: 0.802 -1.451 -0.780
H: -1.533 3.203 1.758
H: -3.750 -5.238 0.543
H: 1.064 -0.712 3.349
H: 0.299 -3.300 -4.988
H: 0.512 -1.722 -3.093
H: 0.712 4.947 -1.550
H: -0.222 -4.953 -0.310
H: 2.132 -4.184 4.120
H: -2.165 2.484 -3.377
H: 2.984 4.164 -0.133
H: 2.414 -1.769 0.547

Atoms 1-2, force components in eV/Å:
0.693 1.228 -0.302
0.642 0.768 -0.704

These are the Mulliken partial charges, in e, on atoms 1 to 2: F -0.32; F -0.35

A molecular structure, C2H2AlFLiO2 at a distorted geometry, computed with ωB97M-V with the def2-TZVPD basis set.

## Properties
2S+1: 1
Net charge: +3
Highest occupied orbital energy (alpha / beta): -1.0063 / -0.9352 Eh
HOMO-LUMO gap (alpha / beta): 9.6 / 5.8 eV
Total energy: -15679.2006 eV
Largest force on an atom: 0.1756 hartree/bohr
LUMO level (alpha / beta): -17.787 / -19.670 eV

CARTESIAN COORDINATES (ANGSTROEM)
Al: 2.666 0.525 -0.127
F: -1.838 0.726 0.972
O: 1.240 -0.023 0.115
O: -1.104 -1.280 0.531
C: -1.106 -0.102 0.168
C: 0.143 0.403 -0.510
Li: 0.629 -1.887 1.044
H: -0.802 1.291 -0.580
H: 0.172 0.347 -1.612

Atoms 1-2, force components in eV/Å:
8.461 3.011 -0.940
1.493 -1.226 -3.310

These are the Mulliken partial charges, in e, on atoms 1 to 2: Al 1.15; F -0.03